{
  "formula": "C18H34FN7O3P",
  "method": "ωB97M-V/def2-TZVPD",
  "species": ["C", "C", "C", "O", "N", "C", "N", "C", "C", "C", "N", "C", "F", "C", "C", "N", "C", "C", "C", "C", "N", "O", "N", "P", "O", "H", "H", "H", "H", "H", "H", "H", "H", "H", "H", "H", "H", "H", "H", "H", "H", "H", "H", "H", "H", "H", "H", "H", "H", "H", "H", "H", "H", "H", "N", "C", "C", "C", "C", "H", "H", "H", "H", "H"],
  "xyz": [[-3.012813, 0.739663, -2.366597], [-1.857911, -0.081786, -3.190468], [-0.797866, -0.911431, -2.196945], [0.429251, -0.103016, -2.166813], [1.314062, -0.535146, -1.254431], [1.857593, 0.065904, 0.021708], [1.538819, 1.294833, 0.543549], [2.275414, 1.676383, 1.845216], [3.860006, 2.122194, 1.548442], [3.952582, 3.503230, 0.616730], [4.615111, 3.262940, -0.734708], [0.595593, 2.316232, -0.050075], [0.925501, 2.746095, -1.432754], [-1.004412, 1.864944, 0.132543], [-1.354182, 2.233192, 1.726432], [2.849853, -0.848354, 0.705253], [2.953977, -2.074621, -0.173314], [3.905315, -3.360897, 0.174379], [3.170960, -4.139496, 1.459766], [1.522837, -4.259928, 1.232191], [0.530447, -3.314098, 1.899371], [1.063740, -5.245800, 0.443525], [2.016447, -1.761110, -1.316977], [1.991365, -3.048901, -2.552765], [0.808314, -4.093608, -2.397703], [-3.007191, 0.424557, -1.227030], [-4.070264, 0.587698, -2.853618], [-2.699064, 1.889238, -2.415802], [-1.274962, 0.584727, -3.967784], [-2.422098, -0.905378, -3.839328], [-0.678915, -1.968874, -2.707800], [-1.267955, -1.124974, -1.129566], [1.794752, 2.619227, 2.373796], [2.210864, 0.805132, 2.658931], [4.380954, 2.238058, 2.592899], [4.401834, 1.285573, 0.892696], [4.630635, 4.269949, 1.205238], [2.856205, 3.929783, 0.437893], [4.106093, 2.524828, -1.290761], [4.485800, 4.139987, -1.318640], [0.694767, 3.298513, 0.621510], [-1.158828, 0.708485, 0.043795], [-1.739686, 2.515301, -0.504199], [-2.077972, 3.145776, 1.836574], [-1.906980, 1.311975, 2.247002], [-0.385136, 2.420404, 2.359459], [4.132795, -4.076612, -0.722314], [4.924221, -2.944414, 0.627142], [3.587118, -5.223131, 1.626304], [3.288094, -3.525992, 2.473278], [0.119329, -2.664581, 1.173741], [-0.292998, -3.828454, 2.284747], [1.813256, -2.364544, -3.841132], [3.212930, -3.800873, -2.677770], [-6.182716, -0.566641, 0.904402], [-5.063388, 0.219165, 0.994705], [-5.471469, 1.523243, 1.165144], [-6.886700, 1.523130, 1.184216], [-7.299287, 0.219257, 1.024149], [-6.184551, -1.569581, 0.771212], [-4.075007, -0.215504, 0.928538], [-4.820202, 2.381719, 1.266148], [-7.535069, 2.381658, 1.302670], [-8.289214, -0.215251, 0.983997]],
  "atomic_forces_ev_per_a": [[0.916, 0.814, -0.063], [-0.547, -1.027, -0.035], [-3.000, -1.005, -1.285], [-0.135, -0.839, 0.188], [3.719, 0.198, 5.521], [0.435, -1.954, -0.660], [0.474, -0.419, -0.251], [1.562, 0.717, 1.439], [-0.370, -0.398, -1.095], [-0.404, 0.007, 0.587], [-1.343, 0.394, -0.150], [-1.806, 1.462, 0.176], [-0.382, -1.538, 2.983], [0.501, 0.574, 1.565], [-0.412, -0.841, 0.534], [-2.377, -2.007, -5.142], [-2.823, 6.329, 0.420], [-0.324, 0.400, 1.274], [-1.488, 0.543, 0.792], [-2.565, -4.821, -3.853], [0.879, -0.528, -1.200], [3.063, 5.917, 4.934], [3.280, -3.518, 0.942], [-5.559, -3.467, -1.598], [4.011, 3.795, -0.100], [-0.302, 0.583, -2.501], [2.184, 0.340, 1.099], [-1.034, -2.470, 0.184], [-1.035, -1.298, 1.794], [1.408, 1.640, 1.447], [0.510, 2.111, 1.143], [1.223, 0.811, -2.050], [0.581, -2.018, -1.568], [0.133, 1.715, -2.206], [-0.964, -0.201, -2.158], [-1.146, 1.653, 1.761], [-1.626, -1.409, -1.321], [2.228, -0.656, 0.763], [0.509, 1.008, 1.018], [0.308, -1.362, 1.060], [0.124, -2.320, -1.713], [0.389, 2.380, -0.307], [1.785, -1.553, 0.862], [1.566, -1.663, -0.367], [1.202, 2.030, -1.218], [-1.919, -0.285, -1.251], [-0.741, 1.555, 1.773], [-2.283, -0.608, -1.321], [-0.830, 2.191, -0.644], [0.018, -1.156, -2.429], [0.846, -1.045, 0.889], [1.125, 0.075, -0.699], [0.587, -0.052, 1.403], [-0.206, 1.229, 0.623], [0.005, -0.023, 0.019], [0.041, 0.060, -0.036], [0.352, -0.209, -0.036], [-0.349, -0.198, -0.024], [-0.001, 0.082, -0.025], [-0.029, 0.391, 0.076], [-0.143, 0.068, 0.044], [-0.101, -0.129, -0.001], [0.109, -0.174, -0.016], [0.173, 0.117, 0.010]],
  "total_charge": 1,
  "energy_ev": -47777.8043,
  "spin_multiplicity": 1,
  "homo_ev": -10.24
}